Record 1
Here is a structure of composition C39H22F4IN6O5RbTe at a distorted geometry from the Open Molecules 2025 dataset. Energies are from the ωB97M-V functional and the def2-TZVPD basis.

The charge is -2. For the HOMO-LUMO gap, the calculation gives 0.20189 Eh. For the energy, the calculation gives -3193.3252 Ha. The value obtained for the relative energy (zero: lowest compared OMol25 entry of this formula, charge and spin) is 0.000 eV. Its largest force on an atom is 5.10 eV/A.

Geometry as XYZ:
```
79
C39H22F4IN6O5RbTe (the ωB97M-V functional and the def2-TZVPD basis)
Rb 0.554 -1.980 1.772
C -0.261 5.820 -2.533
C -0.466 5.730 -1.059
N -0.594 6.860 -0.367
C -0.732 6.773 0.965
C -0.897 5.579 1.673
C -0.856 5.622 3.215
O -1.805 4.705 3.750
C -1.011 4.432 0.954
C -1.176 3.127 1.603
N -1.950 2.156 1.265
C -2.984 1.690 0.624
C -3.572 2.318 -0.544
C -4.628 1.754 -1.157
C -5.072 0.476 -0.720
C -4.475 -0.264 0.346
C -3.504 0.394 1.077
I -2.801 -0.451 2.817
C -0.603 4.401 -0.447
O -0.373 3.340 -1.097
H 0.026 4.865 -2.928
H 0.567 6.532 -2.701
H -1.162 6.165 -3.102
H -0.844 7.748 1.469
H -1.123 6.615 3.520
H 0.181 5.471 3.585
H -1.710 4.866 4.682
H -0.612 3.039 2.544
H -3.112 3.253 -0.858
H -5.167 2.221 -1.944
H -5.927 0.075 -1.149
H -4.716 -1.292 0.484
F -1.081 -4.368 0.137
C -1.883 -5.110 0.938
C -3.246 -5.238 0.610
F -3.647 -4.398 -0.346
C -4.113 -6.141 1.237
C -3.547 -6.881 2.342
C -2.203 -6.735 2.661
F -1.787 -7.373 3.798
C -1.363 -5.885 1.972
C 0.020 -5.705 2.420
C 1.127 -5.665 1.577
N 2.143 -5.444 1.028
C 0.407 -5.155 3.662
N 0.834 -4.613 4.595
F -4.380 -7.751 2.991
C -5.478 -6.281 0.798
C -5.762 -6.743 -0.525
N -6.081 -7.126 -1.590
C -6.605 -6.021 1.539
N -7.609 -5.792 2.105
O 2.648 -3.015 0.117
C 3.377 -3.007 -1.072
C 4.271 -4.029 -1.326
C 5.162 -3.972 -2.376
C 5.167 -2.782 -3.207
C 4.169 -1.872 -3.058
C 3.274 -1.889 -1.940
C 2.324 -0.700 -1.685
O 2.663 0.282 -2.585
O 1.436 -0.668 -0.816
H 2.529 -3.985 0.379
H 4.314 -4.841 -0.643
H 5.820 -4.820 -2.644
H 5.860 -2.636 -4.046
H 4.202 -1.061 -3.762
Te 1.938 2.220 -2.654
C 3.700 3.180 -1.897
C 4.734 2.441 -1.271
C 5.815 3.135 -0.771
C 6.047 4.465 -1.112
C 5.065 5.176 -1.845
C 3.904 4.516 -2.257
H 4.699 1.375 -1.339
H 6.487 2.636 -0.094
H 7.020 4.950 -0.846
H 5.297 6.204 -2.165
H 3.140 5.085 -2.775
```

In the Löwdin picture, each atom carries the following charge in e: 0.7534 -0.0616 -0.2837 0.0696 -0.1681 -0.1816 -0.2044 -0.0584 -0.1009 -0.0592 0.0539 -0.3211 -0.0044 -0.0979 -0.0674 -0.1454 -0.6517 0.9198 -0.3561 -0.1943 0.0222 0.0701 0.0861 0.0915 0.0937 0.1267 0.0724 0.1159 0.1079 0.0882 0.0688 0.0853 0.0624 -0.1416 -0.1539 0.1014 -0.0704 -0.1013 -0.1507 0.0675 -0.0958 -0.2360 -0.2056 0.1281 -0.2802 0.1039 0.0756 -0.2808 -0.2631 0.0618 -0.3041 0.0643 -0.1209 -0.2288 -0.0343 -0.0542 -0.0956 -0.0517 -0.0293 -0.4628 -0.4895 -0.0162 0.0040 0.0993 0.1054 0.0967 0.1045 1.5383 -0.4969 -0.1186 -0.1128 -0.1052 -0.0966 -0.1617 0.0868 0.0952 0.1055 0.1013 0.0874

---

Record 2
Here is the ion C5H4N with charge +1 at a distorted geometry from the Open Molecules 2025 dataset. Energies are from the ωB97M-V functional and the def2-TZVPD basis.

The charge is +1. For the HOMO-LUMO gap (alpha / beta), the calculation gives 0.24225 / 0.24219 Eh. For the energy, the calculation gives -247.1981 Ha. The value obtained for the relative energy (zero: lowest compared OMol25 entry of this formula, charge and spin) is 1.737 eV. Its largest force on an atom is 4.91 eV/A.

Geometry as XYZ:
```
10
C5H4N (the ωB97M-V functional and the def2-TZVPD basis)
C 0.656 -0.971 0.069
C -0.696 2.949 -1.206
C 1.376 -2.167 -0.328
C -0.944 1.082 0.527
C -0.082 -0.016 0.302
N -0.842 2.079 -0.458
H 1.661 -2.882 0.433
H 1.662 -2.281 -1.365
H -1.981 0.692 0.495
H -0.809 1.516 1.531
```

In the natural (NBO) picture, each atom carries the following charge in e: -0.1086 0.4233 0.0930 -0.3754 0.3781 -0.5721 0.2587 0.2603 0.3306 0.3122